1.
{"formula": "C38H35BiBrN4O4P", "method": "ωB97M-V/def2-TZVPD", "species": ["Bi", "C", "C", "C", "C", "C", "C", "P", "C", "C", "C", "C", "C", "C", "C", "C", "C", "C", "C", "C", "C", "C", "C", "C", "H", "H", "H", "H", "H", "H", "H", "H", "H", "H", "H", "H", "H", "H", "H", "H", "O", "C", "C", "C", "C", "C", "C", "C", "O", "N", "O", "O", "H", "H", "H", "H", "N", "C", "C", "N", "C", "C", "H", "H", "H", "H", "H", "H", "H", "H", "H", "H", "H", "Br", "C", "C", "C", "N", "C", "C", "H", "H", "H", "H"], "positions_angstrom": [[0.725, 0.750, -0.204], [2.528, -5.078, -2.688], [1.130, -4.904, -2.910], [0.402, -4.110, -2.042], [1.026, -3.429, -1.005], [2.422, -3.640, -0.789], [3.175, -4.458, -1.631], [0.082, -2.291, 0.028], [-1.591, -2.784, 0.369], [-2.008, -3.199, 1.655], [-3.215, -3.811, 1.920], [-4.098, -4.097, 0.871], [-3.757, -3.648, -0.417], [-2.564, -2.970, -0.656], [0.941, -2.382, 1.584], [1.039, -3.687, 2.076], [1.569, -3.925, 3.380], [2.083, -2.868, 4.070], [2.270, -1.633, 3.445], [3.152, -0.675, 4.004], [3.348, 0.532, 3.363], [2.757, 0.833, 2.166], [1.878, -0.047, 1.559], [1.645, -1.292, 2.187], [3.030, -5.844, -3.222], [0.575, -5.319, -3.702], [-0.676, -3.933, -2.116], [2.833, -3.080, 0.022], [4.186, -4.675, -1.337], [-1.342, -2.990, 2.477], [-3.495, -4.163, 2.904], [-4.969, -4.665, 1.052], [-4.310, -3.831, -1.325], [-2.310, -2.805, -1.720], [0.463, -4.493, 1.567], [1.569, -4.914, 3.750], [2.468, -3.064, 5.028], [3.696, -0.877, 4.920], [4.051, 1.285, 3.785], [2.901, 1.869, 1.754], [2.488, 1.876, -0.969], [2.541, 3.149, -1.289], [1.744, 4.215, -0.794], [1.883, 5.445, -1.451], [1.059, 6.531, -1.098], [0.139, 6.386, -0.038], [-0.042, 5.172, 0.552], [0.715, 4.021, 0.225], [0.454, 2.876, 0.732], [1.127, 7.846, -1.759], [0.395, 8.749, -1.311], [1.781, 7.930, -2.786], [3.449, 3.449, -1.890], [2.684, 5.583, -2.189], [-0.298, 7.284, 0.391], [-0.805, 4.911, 1.303], [-4.379, 2.395, 2.026], [-4.253, 2.015, 0.591], [-2.803, 1.918, 0.158], [-2.013, 0.980, 0.962], [-2.096, 1.398, 2.382], [-3.572, 1.398, 2.877], [-5.387, 2.383, 2.260], [-4.020, 3.376, 2.224], [-4.799, 2.695, -0.121], [-4.733, 1.033, 0.486], [-2.352, 2.953, 0.283], [-2.758, 1.656, -0.906], [-2.408, 0.033, 0.790], [-1.689, 2.410, 2.518], [-1.561, 0.653, 3.004], [-3.560, 1.708, 3.967], [-4.089, 0.451, 2.722], [1.990, 0.357, -7.201], [1.544, 0.221, -5.407], [0.349, 0.694, -4.902], [-0.043, 0.281, -3.605], [0.759, -0.391, -2.795], [1.941, -0.728, -3.269], [2.406, -0.514, -4.584], [-0.327, 1.249, -5.545], [-1.065, 0.449, -3.207], [2.558, -1.395, -2.679], [3.435, -0.790, -4.831]], "lowdin_charge": [1.820, -0.045, -0.039, -0.098, -0.366, -0.081, -0.061, 0.987, -0.374, -0.104, -0.065, -0.044, -0.067, -0.113, -0.381, -0.077, -0.025, -0.012, -0.150, 0.010, -0.076, -0.144, -0.311, -0.205, 0.099, 0.096, 0.083, 0.094, 0.112, 0.092, 0.113, 0.099, 0.108, 0.102, 0.134, 0.104, 0.112, 0.126, 0.131, 0.113, -0.265, -0.088, -0.130, 0.076, -0.112, 0.029, -0.009, -0.354, -0.252, -0.332, 0.069, 0.098, 0.163, 0.142, 0.134, 0.116, 0.054, -0.130, -0.214, -0.116, -0.167, -0.074, 0.194, 0.211, 0.161, 0.141, 0.134, 0.129, 0.114, 0.121, 0.139, 0.158, 0.132, 0.851, -0.717, -0.084, -0.162, -0.080, -0.154, -0.071, 0.110, 0.110, 0.106, 0.120], "max_force_ev_per_a": 3.3, "homo_lumo_gap_ev": 6.85, "relative_energy_ev": 0.691, "homo_energy_ev": -12.603, "energy_ev": -139276.7080, "charge": 2}

2.
{"formula": "H2N2O3S", "method": "ωB97M-V/def2-TZVPD", "species": ["N", "N", "O", "O", "O", "S", "H", "H"], "positions_angstrom": [[-1.529, 0.200, -0.072], [1.332, -0.552, 0.160], [2.113, -1.017, 0.925], [1.165, -0.748, -1.049], [0.234, 1.909, -0.048], [-0.197, 0.753, 0.729], [-1.869, -0.688, 0.322], [-1.248, 0.143, -0.966]], "nbo_charge": [-0.978, 0.374, -0.328, -0.412, -0.876, 1.426, 0.399, 0.395], "max_force_ev_per_a": 4.7, "homo_lumo_gap_ev": 9.34, "relative_energy_ev": 1.750, "homo_energy_ev": -9.781, "energy_ev": -19986.1401, "charge": 0}

3.
{"formula": "C26H26Cl2N2O3Re", "method": "ωB97M-V/def2-TZVPD", "species": ["Re", "O", "C", "C", "C", "C", "C", "C", "N", "H", "H", "H", "H", "H", "H", "H", "C", "C", "C", "C", "C", "C", "H", "H", "H", "H", "H", "H", "H", "H", "H", "Cl", "C", "C", "C", "C", "C", "Cl", "C", "N", "C", "C", "C", "C", "C", "C", "C", "C", "O", "O", "H", "H", "H", "H", "H", "H", "H", "H", "H", "H"], "positions_angstrom": [[-1.315, -0.136, 1.982], [-1.030, -0.800, 4.009], [-1.577, -2.089, 4.389], [-2.438, -2.564, 3.261], [-3.243, -3.676, 3.371], [-3.980, -4.089, 2.271], [-3.901, -3.379, 1.079], [-3.097, -2.269, 1.017], [-2.375, -1.872, 2.099], [-0.206, -0.616, 4.483], [-2.156, -1.970, 5.306], [-0.753, -2.785, 4.564], [-3.293, -4.210, 4.310], [-4.618, -4.959, 2.346], [-4.466, -3.673, 0.206], [-3.001, -1.666, 0.124], [3.483, 0.262, -0.107], [3.184, -0.558, 1.162], [3.523, -2.044, 0.927], [3.974, -0.009, 2.363], [1.762, -0.456, 1.448], [0.560, -0.387, 1.723], [4.556, 0.215, -0.293], [3.199, 1.308, 0.009], [2.964, -0.150, -0.971], [4.584, -2.109, 0.690], [2.955, -2.452, 0.092], [3.332, -2.642, 1.816], [5.035, -0.076, 2.129], [3.785, -0.592, 3.264], [3.731, 1.035, 2.556], [-1.497, 2.752, -3.830], [-1.250, 1.039, -3.851], [-1.709, 0.332, -4.952], [-1.630, -1.051, -4.991], [-1.090, -1.731, -3.911], [-0.602, -1.003, -2.844], [0.053, -1.897, -1.475], [-0.628, 0.393, -2.784], [-0.102, 1.056, -1.676], [0.502, 2.331, -1.644], [1.354, 2.753, -2.655], [1.940, 4.006, -2.591], [1.689, 4.846, -1.510], [0.833, 4.425, -0.508], [0.228, 3.170, -0.569], [-0.744, 2.759, 0.497], [-1.965, 2.044, -0.034], [-2.805, 2.431, -0.750], [-2.125, 0.720, 0.572], [-2.155, 0.884, -5.767], [-1.992, -1.594, -5.852], [-1.029, -2.809, -3.899], [0.010, 0.478, -0.850], [1.545, 2.096, -3.494], [2.596, 4.329, -3.388], [2.137, 5.828, -1.463], [0.608, 5.084, 0.321], [-1.095, 3.642, 1.035], [-0.256, 2.095, 1.240]], "lowdin_spin": [2.217, 0.070, 0.009, 0.020, -0.001, 0.022, -0.001, 0.021, 0.013, 0.005, 0.000, 0.002, 0.000, 0.001, 0.000, 0.001, 0.013, 0.038, 0.014, 0.019, 0.288, 0.024, 0.002, 0.000, 0.000, 0.002, 0.000, 0.000, 0.003, 0.000, 0.000, 0.000, -0.001, 0.000, -0.001, 0.000, 0.000, 0.004, 0.000, -0.004, -0.003, 0.000, -0.002, 0.000, 0.000, -0.001, 0.006, 0.019, 0.014, 0.181, 0.000, 0.000, 0.000, -0.001, 0.000, 0.000, 0.000, 0.000, 0.000, 0.004], "max_force_ev_per_a": 0.7, "homo_lumo_gap_ev": [4.59, 3.94], "homo_energy_ev": [-12.714, -12.728], "energy_ev": -63663.6302, "multiplicity": 4, "charge": 2}

4.
{"formula": "C5H10N2O", "method": "ωB97M-V/def2-TZVPD", "species": ["C", "O", "C", "C", "C", "N", "C", "N", "H", "H", "H", "H", "H", "H", "H", "H", "H", "H"], "positions_angstrom": [[-0.865, -2.163, 0.348], [-0.429, -0.860, 0.665], [-0.583, 0.330, -0.381], [-0.144, -0.130, -1.756], [0.374, 1.216, 0.323], [0.050, 2.591, 0.455], [1.163, 0.515, 1.141], [2.200, 0.136, 1.687], [-0.192, -2.654, -0.364], [-0.906, -2.739, 1.273], [-1.874, -2.123, -0.076], [-1.607, 0.726, -0.366], [-0.859, -0.823, -2.198], [0.832, -0.609, -1.704], [-0.065, 0.739, -2.412], [0.601, 3.043, 1.174], [0.170, 3.087, -0.421], [2.134, -0.282, 2.611]], "nbo_charge": [-0.246, -0.579, 0.117, -0.642, -0.109, -0.814, 0.442, -0.650, 0.165, 0.194, 0.167, 0.196, 0.213, 0.226, 0.220, 0.376, 0.363, 0.362], "max_force_ev_per_a": 2.7, "homo_lumo_gap_ev": 8.42, "relative_energy_ev": 3.387, "homo_energy_ev": -7.467, "energy_ev": -10371.9186, "smiles": "CO[C@H](C)C(N)=C=N", "charge": 0}

5.
{"formula": "CHF3NO4S2Sm", "method": "ωB97M-V/def2-TZVPD", "species": ["N", "S", "O", "O", "S", "O", "O", "C", "F", "F", "F", "H", "Sm"], "positions_angstrom": [[0.677, -0.587, 0.682], [2.051, -0.189, -0.004], [2.857, -1.357, -0.273], [1.855, 0.728, -1.180], [-0.666, 0.250, 0.744], [-0.661, 1.490, -0.098], [-1.170, 0.426, 2.089], [-1.875, -0.860, -0.147], [-1.491, -1.011, -1.396], [-1.910, -2.025, 0.463], [-3.061, -0.289, -0.105], [2.671, 0.809, 0.851], [0.723, 2.615, -1.626]], "lowdin_spin": [0.000, 0.000, -0.001, -0.016, 0.000, -0.012, -0.001, 0.000, 0.000, 0.000, 0.000, 0.000, 6.030], "max_force_ev_per_a": 2.4, "homo_lumo_gap_ev": [7.94, 9.26], "relative_energy_ev": 0.000, "homo_energy_ev": [-13.451, -14.679], "energy_ev": -58452.2730, "multiplicity": 7, "charge": 1}